A cluster of 11 separate species, C42H111N5O16 in total. Source: the Open Molecules 2025 dataset; level of theory: ωB97M-V/def2-TZVPD.

Last column: Mulliken charge in e.
Atoms and positions in Å:
1 O 12.80 12.26 13.54  -0.48
2 H 15.96 20.98 14.08  0.21
3 H 12.53 17.19 14.96  0.17
4 H 13.64 17.90 12.14  -0.17
5 H 16.54 20.10 12.54  0.15
6 H 19.71 16.11 17.12  0.26
7 H 17.14 15.88 15.28  -0.24
8 H 10.96 12.84 14.17  0.37
9 H 22.51 6.51 14.17  0.26
10 H 20.40 18.36 18.09  0.46
11 C 17.66 19.13 18.80  -0.97
12 H 18.32 19.55 19.57  0.44
13 C 19.37 22.46 14.78  -1.19
14 H 17.76 21.32 15.25  0.00
15 H 11.51 16.85 16.41  0.48
16 C 21.56 21.34 15.29  -1.11
17 C 19.51 18.27 17.39  -0.04
18 O 20.12 13.40 12.97  -0.23
19 C 22.19 20.08 15.74  -0.12
20 C 13.15 20.79 11.69  -1.09
21 C 18.51 16.77 9.01  -0.88
22 C 12.40 16.54 15.81  -1.43
23 C 17.28 20.30 17.91  -0.67
24 H 16.95 13.49 15.35  -0.36
25 C 18.77 13.04 9.30  0.07
26 C 18.53 17.85 14.46  0.06
27 H 13.29 12.52 7.82  0.31
28 C 16.39 14.16 15.97  0.23
29 H 10.26 16.80 11.99  0.45
30 C 20.74 11.22 13.42  -0.37
31 O 16.27 15.46 15.22  0.15
32 H 16.51 11.10 15.15  -0.22
33 O 16.53 19.85 16.69  0.07
34 H 9.48 16.60 9.77  0.38
35 C 20.09 12.47 14.02  -0.16
36 H 15.49 11.63 7.59  0.48
37 H 10.89 12.21 12.52  0.34
38 O 14.75 18.37 8.54  -0.54
39 O 17.81 21.36 13.27  -0.42
40 H 20.76 17.05 16.08  -0.22
41 C 15.12 19.74 16.85  -0.72
42 H 19.90 20.53 14.38  -0.02
43 O 14.56 12.18 9.40  0.21
44 H 14.13 10.98 14.55  0.31
45 O 18.15 15.43 9.36  0.03
46 H 18.77 14.88 13.56  0.32
47 H 13.08 10.90 12.00  1.13
48 C 14.78 14.82 11.88  2.02
49 H 12.64 14.75 14.49  -0.34
50 N 17.45 12.80 8.81  -0.26
51 H 15.63 9.71 15.73  0.50
52 C 16.79 11.57 9.28  0.14
53 H 13.62 12.51 11.57  -0.34
54 C 13.26 12.06 8.79  -0.95
55 H 17.61 17.64 17.46  0.11
56 H 23.16 20.20 16.19  0.61
57 O 18.78 16.88 15.50  0.29
58 C 23.02 9.25 13.14  -0.88
59 H 14.68 14.14 12.70  -1.58
60 H 20.14 14.77 9.37  0.43
61 H 10.27 15.84 14.80  0.30
62 H 9.92 15.15 11.73  0.52
63 H 18.73 16.89 7.93  0.30
64 H 19.44 8.66 12.68  0.13
65 H 17.40 10.65 9.10  0.42
66 H 11.51 15.74 11.76  -0.35
67 C 13.32 16.56 7.45  -1.12
68 H 15.68 16.79 11.35  0.22
69 H 14.35 14.14 16.83  0.49
70 C 19.72 17.05 16.50  -0.50
71 H 21.59 19.73 16.61  -0.08
72 C 14.96 11.38 12.83  0.06
73 H 16.40 8.42 13.54  0.41
74 H 18.92 12.86 10.38  -0.15
75 H 14.81 19.16 17.74  0.33
76 C 15.95 10.16 14.79  -0.08
77 N 14.77 10.48 13.95  -0.46
78 H 23.09 17.29 14.26  0.27
79 H 12.33 21.53 11.73  0.45
80 C 15.45 11.38 8.65  -1.51
81 H 11.84 19.19 12.23  0.39
82 H 22.03 12.40 12.46  0.31
83 H 12.49 17.31 7.41  0.22
84 C 16.44 21.04 13.12  -0.59
85 H 20.20 15.42 12.64  0.35
86 O 10.62 14.99 15.07  -0.62
87 H 16.88 13.63 8.98  0.07
88 O 17.81 9.88 13.17  0.21
89 C 10.54 15.95 11.43  -0.67
90 C 18.49 9.01 12.30  -0.78
91 H 19.35 17.05 9.66  0.33
92 H 22.09 21.80 14.45  0.39
93 H 17.21 22.89 14.66  0.41
94 C 11.53 12.77 13.24  -0.40
95 H 19.21 23.02 15.67  0.46
96 C 22.19 7.49 14.59  -0.78
97 H 13.13 10.96 8.64  0.37
98 H 14.71 19.32 15.93  -0.05
99 C 19.81 14.71 13.37  -1.08
100 H 11.22 16.86 9.54  0.00
101 H 11.98 19.41 10.49  0.26
102 H 15.35 16.35 8.20  -0.20
103 H 16.48 15.81 12.63  -0.60
104 C 14.71 17.16 7.80  0.33
105 H 23.37 10.67 11.57  0.53
106 H 15.55 12.30 13.11  -0.05
107 H 16.71 18.71 19.23  0.40
108 H 17.96 8.05 12.15  0.49
109 H 15.17 17.47 6.85  0.39
110 C 19.20 14.49 8.92  -1.00
111 H 19.23 14.48 7.85  0.45
112 H 18.57 9.51 11.34  0.15
113 H 19.03 12.22 14.29  -0.24
114 H 19.53 12.35 8.86  0.31
115 H 15.29 14.30 11.05  0.12
116 H 19.43 19.14 16.81  -0.22
117 H 20.31 14.87 14.33  0.39
118 C 15.48 16.13 12.18  0.22
119 O 22.26 19.03 14.75  -0.33
120 H 15.24 16.58 14.04  -0.29
121 H 21.69 22.12 16.05  0.46
122 C 16.98 9.19 14.08  -1.18
123 H 16.69 20.93 18.55  0.49
124 C 15.00 13.55 16.21  -0.93
125 C 17.95 22.07 14.45  0.03
126 H 15.40 10.86 12.01  0.26
127 C 22.59 10.39 12.26  -0.44
128 H 23.69 8.60 12.60  0.47
129 H 11.54 13.80 12.90  -0.19
130 O 14.90 16.94 13.25  0.52
131 O 10.58 14.85 9.26  -0.49
132 H 19.43 18.28 14.13  0.52
133 H 15.90 21.72 12.46  0.39
134 H 10.21 15.08 8.39  0.29
135 H 17.53 8.56 14.81  0.43
136 N 20.14 21.22 15.09  0.28
137 H 18.15 20.84 17.53  0.21
138 H 20.69 10.40 14.20  0.27
139 H 12.44 12.49 9.36  0.18
140 H 17.67 17.44 9.27  0.19
141 H 15.06 12.50 16.55  0.42
142 H 13.22 16.52 16.45  0.40
143 H 18.00 17.27 13.69  -0.51
144 C 12.03 15.09 15.41  0.67
145 N 22.10 11.50 13.00  -0.46
146 H 20.09 11.02 12.61  -0.06
147 H 24.12 18.26 15.25  0.33
148 C 10.47 16.14 9.97  -0.15
149 H 19.81 23.19 14.07  0.34
150 H 16.81 14.35 16.95  0.43
151 H 13.71 21.07 10.80  0.31
152 H 16.71 11.61 10.35  -0.12
153 H 17.86 18.65 14.81  -0.11
154 H 13.74 15.07 11.60  -0.58
155 H 13.52 16.16 6.47  0.49
156 C 12.55 19.39 11.45  -0.38
157 N 18.27 18.03 18.10  -0.22
158 H 22.69 17.51 15.97  0.42
159 H 21.29 7.29 15.16  0.22
160 H 13.04 15.75 8.06  0.15
161 H 23.59 9.59 13.98  0.46
162 H 14.57 13.50 15.21  -0.18
163 H 14.42 18.20 9.47  0.20
164 H 12.15 14.25 16.07  0.35
165 C 13.54 11.76 12.39  -0.54
166 H 22.96 7.90 15.24  0.33
167 H 13.71 20.71 12.60  0.04
168 C 23.08 17.94 15.09  -0.90
169 H 14.73 20.72 17.02  0.37
170 O 13.58 18.39 11.32  0.41
171 O 21.84 8.53 13.70  -0.17
172 H 15.04 10.38 8.59  0.75
173 H 20.57 12.86 14.95  0.57
174 H 21.73 9.98 11.60  0.14

- SMILES = COCCNCCOC.COCCNCCOC.COCCNCCOC.COCCNCCOC.COCCNCCOC.CCO.CCO.CCO.CCO.CCO.CCO
- ΔE to the lowest compared entry with this formula, charge and spin (kcal per mole) = 31.3
- LUMO (eV) = 0.67
- energy (eV) = -85554.0701
- HOMO-LUMO gap (eV) = 8.986